Molecular formula: FHN2O2
Method: DFT, ωB97M-V with the def2-TZVPD basis set

```
6
Properties=species:S:1:pos:R:3
N 0.1122 0.3675 -0.9751
N 0.2069 -0.0214 0.8443
O -0.5611 0.5620 1.5564
O 1.0377 -0.8118 1.1056
F -1.2288 0.4586 -1.1231
H 0.4331 -0.5548 -1.4081
```

## Properties
total charge: 0
E: -360.23011 a.u.

natural (NBO) population analysis, charges in e, atoms 1 to 4:
1. N -0.118
2. N 0.605
3. O -0.299
4. O -0.309

Molecular formula: FHN2O2S
Method: DFT, ωB97M-V with the def2-TZVPD basis set

```
7
Properties=species:S:1:pos:R:3
N 0.7506 1.6507 -0.1810
N -2.5755 -0.4346 -0.5666
O 1.1284 0.4774 0.0102
O -0.4298 1.9181 -0.0217
F -1.2006 -1.2538 0.1438
S -2.6399 0.7734 0.1991
H 0.5290 -0.2170 0.2735
```

## Properties
total charge: 0
E: -758.41390 a.u.

natural (NBO) population analysis, charges in e, atoms 1 to 4:
1. N 0.398
2. N -0.276
3. O -0.450
4. O -0.431

Molecular formula: FHN2O2S
Method: DFT, ωB97M-V with the def2-TZVPD basis set

```
7
Properties=species:S:1:pos:R:3
N 1.4514 -0.1030 -1.4964
N 1.3747 -1.0650 -0.9495
O 1.6317 0.8990 -2.0391
O -0.9888 -0.4347 2.3997
F -0.5517 1.3205 0.6734
S -1.6339 0.1867 1.2952
H -1.2835 -0.8035 0.1168
```

## Properties
total charge: 0
E: -758.53229 a.u.

natural (NBO) population analysis, charges in e, atoms 1 to 4:
1. N 0.438
2. N -0.107
3. O -0.329
4. O -0.875

Question: Which of these has the highest E?
Answer: FHN2O2